No. 1
The following is a DFT calculation (ωB97M-V/def2-TZVPD) of the molecule C5H6O.

- Orbital gap: 10.70 eV
- SMILES string: C#C[C@@H](C)C=O
- Net charge: 0
- Highest occupied orbital energy: -9.83 eV
- Energy relative to the best compared isomer or geometry (same formula, charge and spin): 44.2 kcal per mole

```
12
Properties=species:S:1:pos:R:3:forces:R:3
O 1.61806 -1.46404 0.50716 -0.54 0.04 0.09
C -0.15779 1.06957 0.68953 0.09 0.47 0.22
C 0.46960 -1.27263 0.81350 0.44 -0.06 -0.07
C -0.17202 -0.24957 -1.40590 0.03 -0.01 -0.11
C 0.11198 2.15440 1.13658 -0.12 -0.43 -0.17
C -0.42835 -0.25156 0.10562 -0.02 0.05 -0.05
H 0.35195 3.11998 1.52459 -0.05 -0.18 -0.05
H -0.37533 -1.23835 -1.82912 0.02 0.14 0.07
H 0.87128 0.00525 -1.60407 -0.15 -0.04 0.02
H 0.00040 -1.83657 1.64415 0.05 0.08 -0.01
H -0.81754 0.48389 -1.89605 0.10 -0.10 0.08
H -1.47224 -0.52037 0.31402 0.15 0.05 -0.01
```
Forces are in eV/Å.

***

No. 2
The following is a DFT calculation (ωB97M-V/def2-TZVPD) of the molecule C19H35N5O3S2 at a distorted geometry.

- Orbital gap: 8.25 eV
- SMILES string: CCCCn1c(SCC(=O)N(CC)[C@@H]2CCS(=O)(=O)C2)nnc1[C@@H](CC)N(C)C
- Net charge: 0
- Highest occupied orbital energy: -7.75 eV
- Energy relative to the best compared isomer or geometry (same formula, charge and spin): 568.2 kcal per mole

```
64
Properties=species:S:1:pos:R:3:forces:R:3
S 5.26886 0.47815 -0.93521 -9.96 1.48 -4.89
S -0.92563 -2.82634 -0.70549 -2.24 0.26 -1.96
O 5.37113 0.99412 -2.26268 -1.44 -0.05 -2.06
O 6.45047 0.60594 -0.35010 9.50 -0.55 6.83
O 1.55435 -1.78717 -1.42331 1.54 2.89 -2.79
N 2.63640 -2.14757 0.52612 4.39 3.65 0.76
N -1.75629 -0.26551 -0.47979 -7.02 10.62 -7.20
N -0.50001 0.45629 1.10847 -2.32 5.61 -1.01
N -0.36890 -0.78908 0.85694 3.26 -2.17 1.39
N -0.63005 2.99793 -0.58423 -3.98 8.58 12.74
C 2.89375 0.44022 0.19525 -0.88 -3.38 -3.30
C 3.80492 1.51052 0.10185 9.70 -10.61 7.20
C -0.14569 2.67709 -1.65703 4.56 0.93 -12.12
C -2.51392 2.98183 1.41711 3.98 -13.76 -0.30
C -4.43414 -2.69956 -1.51258 -1.47 -0.71 -3.43
C 1.68460 -2.22388 -0.32767 -4.04 -3.71 -0.38
C -3.83772 -0.11458 -1.49485 -5.13 -15.05 -7.03
C -3.76938 2.38443 1.58170 -3.16 -0.17 2.40
C 0.59833 -3.17913 -0.02314 0.10 -5.13 1.62
C -4.28121 -1.47000 -0.71573 -5.60 2.57 -0.35
C -1.86525 2.43393 -0.12462 6.11 -0.41 8.30
C 2.83523 -2.57340 1.82758 2.84 -12.21 -3.52
C -1.01140 -1.16658 -0.22466 4.04 -5.30 4.51
C 3.48750 -1.00971 0.33543 4.94 2.03 -0.05
C -1.40347 1.11171 0.19588 2.10 -10.98 2.41
C -2.56006 -0.26816 -1.76314 7.39 6.33 0.34
C 0.40837 3.46579 0.55865 -0.81 -11.12 -5.27
C 4.35578 -1.20298 -0.94288 -4.52 8.38 3.72
C 2.15773 -1.99479 2.75724 -6.56 8.41 15.06
H 4.54843 1.65388 1.09407 -2.46 0.03 -2.40
H 2.03017 -2.58560 3.82805 0.38 0.50 -2.88
H 4.32285 -0.85680 1.36070 -2.49 -0.86 -3.07
H -3.69439 -1.71088 0.03921 3.57 -0.55 3.40
H 3.65965 2.24214 -0.37884 -2.24 10.26 -6.56
H 0.80507 -4.29955 -0.49630 -0.10 2.81 1.08
H 3.93531 -1.22526 -1.86280 -2.32 0.25 -2.50
H -1.70064 2.82801 2.06957 0.47 -0.73 1.25
H -0.80331 2.80573 -2.54320 -0.49 -1.14 0.31
H 0.69917 2.40228 1.05359 -0.41 2.31 -0.71
H -4.50338 -0.16254 -2.42727 1.02 0.19 0.84
H -5.29637 -2.56489 -2.33973 2.06 -0.24 1.47
H 5.07528 -1.75810 -1.01389 7.88 -6.81 0.43
H -5.28237 -1.29306 -0.00537 1.94 -0.14 -2.23
H 3.94068 -2.98686 2.15411 -2.46 1.56 -1.40
H -2.20051 -0.98013 -2.35496 0.90 -3.46 -2.31
H 2.71573 -1.10343 3.45305 -0.98 -1.31 -2.46
H 0.36673 -3.39844 1.02481 0.67 0.20 0.00
H -2.58860 2.34071 -0.71226 -6.03 0.17 -5.60
H -4.37514 2.52742 0.71123 -1.12 1.47 -0.23
H -3.68672 1.35907 1.37574 0.25 -2.18 1.29
H -2.36555 0.70189 -2.37683 1.06 -1.21 0.89
H -3.44827 -2.95056 -2.03338 -1.44 0.02 0.53
H 2.46181 0.61187 1.04548 -3.88 0.51 4.77
H 0.34028 1.78819 -1.57312 1.89 -3.49 -1.20
H -4.81028 -3.55628 -0.93911 0.54 0.18 0.06
H 1.02435 -1.53974 2.72172 2.95 -1.34 -1.08
H -4.20395 0.49672 -1.01690 -5.37 11.98 8.75
H -2.48030 3.78326 1.15463 -0.17 17.25 -4.31
H 1.24154 3.76361 0.11129 3.17 1.96 -1.96
H 2.21609 0.42630 -0.66357 -0.25 0.06 0.31
H 2.22022 -3.69890 1.93435 1.97 2.16 -1.16
H 0.58731 3.44769 -2.16588 -0.41 -1.03 1.47
H -4.23927 2.70918 2.62684 0.50 -1.17 -2.45
H -0.01594 3.96355 1.20988 -3.93 5.38 6.01
```
Forces are in eV/Å.

***

No. 3
The following is a DFT calculation (ωB97M-V/def2-TZVPD) of a 7-piece molecular cluster, C27H39ClN2O27S7 overall at a distorted geometry.

- Orbital gap: 7.53 eV
- SMILES string: C=CC1=C([C@H](Cl)CC)C(=O)C(CCSc2nnco2)=CC1=O.O=S1(=O)OCCO1.O=S1(=O)OCCO1.O=S1(=O)OCCO1.O=S1(=O)OCCO1.O=S1(=O)OCCO1.O=S1(=O)OCCO1
- Net charge: 0
- Highest occupied orbital energy: -9.22 eV

```
103
Properties=species:S:1:pos:R:3:forces:R:3
Cl 0.50126 -2.73147 -2.77959 -0.47 1.36 0.49
S 2.53961 4.66490 -0.56156 0.37 -0.03 -0.26
S -1.64071 9.23022 0.51601 0.03 0.06 0.08
S -6.75458 -0.81237 -0.56870 0.32 -0.97 0.09
S 1.45765 3.73293 6.25734 -0.06 -0.08 0.03
S -4.66018 -2.31963 -4.85820 -0.52 0.51 -0.38
S 6.69985 -3.26469 4.06869 -0.11 -0.21 -0.01
S 2.22991 -6.04014 -0.43531 -0.36 -0.42 -0.09
O 3.81873 4.05654 -1.34973 -0.62 0.28 0.80
O -5.66569 -2.07757 -3.87566 1.15 1.32 -3.62
O 2.50150 -4.70979 -0.89021 0.27 -1.10 0.32
O -4.95893 -3.76132 -5.54711 0.50 0.56 0.11
O -3.03215 -0.53660 -1.79532 1.67 -0.27 4.43
O 3.14470 -6.78505 0.37893 -0.46 0.88 -0.43
O 0.78050 -6.05169 0.29231 0.95 -0.23 -0.22
O 2.44899 4.01409 0.71279 -0.24 0.32 -0.95
O -1.82175 10.22436 1.53150 -0.14 -0.72 -0.84
O 1.83092 -6.95102 -1.71709 0.13 0.88 0.49
O 2.68301 3.96206 6.96056 -1.02 -0.19 -0.30
O -3.26889 -2.23909 -4.57237 -0.45 -0.21 0.14
O -0.18666 -2.05541 2.73614 -2.42 1.77 -3.55
O 5.24983 -3.27746 4.79684 0.83 -0.27 -0.24
O 6.97169 -1.93485 3.61235 0.08 -0.97 0.34
O -2.47760 9.14158 -0.64179 0.57 0.31 0.86
O -4.97864 -1.39695 -6.15821 -0.12 -0.57 0.45
O -1.59297 7.77504 1.23528 0.15 0.87 -0.11
O 1.51922 4.51824 4.83820 -0.37 -0.44 0.67
O 3.12594 6.15986 -0.32510 -0.48 -0.64 -0.46
O 6.30175 -4.17547 2.78571 0.06 0.86 0.48
O -0.09223 9.27684 0.02721 -0.88 -0.29 -0.09
O 1.48124 2.22184 5.66449 0.41 0.77 0.22
O -5.79785 -2.95012 -2.07247 0.58 -3.08 4.80
O 1.43926 4.74926 -1.47299 0.55 0.02 0.98
O 7.61482 -4.00903 4.88229 -0.53 0.82 -0.50
O 0.17059 3.96697 6.84181 1.06 0.02 -0.26
N -5.15313 -4.56126 -0.54771 -0.46 1.89 -4.55
N -5.61693 -3.48669 0.17233 -0.92 2.66 -3.66
C -0.07029 -1.03624 -2.23917 -0.88 1.52 -0.14
C -0.80414 -1.58700 1.73254 1.01 -0.42 1.22
C 4.53250 6.15351 -0.57631 0.71 -0.24 0.25
C 0.89268 1.28641 -1.25580 -0.04 0.38 -0.98
C -5.23969 -4.25028 -1.95681 -0.88 1.27 5.37
C 0.58547 -7.59983 -1.45812 -0.30 -0.48 0.43
C -2.26518 -1.00598 1.85556 -1.08 0.59 -1.92
C -6.00934 -2.47018 -0.75528 2.05 -3.53 0.61
C -3.07922 -0.55031 0.75802 2.17 -1.30 2.22
C -5.61722 0.49206 0.14297 1.51 0.80 0.59
C 1.43996 -1.97388 0.27874 0.69 1.02 0.67
C -0.84140 -1.08442 -0.81060 1.44 -1.00 1.44
C 1.19935 2.26560 4.26565 -0.48 0.15 -0.39
C -4.52222 -0.01443 1.21986 -0.10 0.16 -0.42
C 4.73306 5.10894 -1.66404 0.18 0.55 -0.42
C 2.53711 -1.19854 0.73364 -1.57 -1.57 -0.66
C -0.09259 -1.51826 0.30751 -0.89 0.21 0.42
C -5.14392 -2.22781 -7.30722 0.31 -0.28 -0.40
C -5.66166 -3.55560 -6.77337 -0.59 0.20 -0.22
C -2.43154 -0.68266 -0.69211 -0.13 -0.11 -2.61
C 1.78139 3.58694 3.78716 0.39 -0.36 -0.33
C 1.14982 0.03433 -2.23922 0.84 -0.31 0.56
C 0.64096 8.26276 0.71314 0.28 -0.11 0.61
C 4.27945 -3.85466 3.92108 -0.39 0.08 -0.55
C 5.05639 -4.82458 3.04459 -0.34 -0.50 0.34
C -0.35363 7.13427 0.93295 0.33 -0.37 -0.46
C -0.19037 -6.62808 -0.58222 -0.50 0.08 -0.59
H 5.26598 -5.75681 3.57735 -0.09 0.03 -0.04
H 1.20811 1.08075 -0.17410 -0.58 0.19 -1.63
H 1.50344 7.94819 0.12646 -0.22 0.17 -0.13
H -5.13384 1.14297 -0.68058 -0.71 -1.41 1.14
H -5.00220 -0.86152 1.83299 0.77 1.37 -0.83
H 1.34028 0.40989 -3.31600 -0.51 -0.73 1.73
H -5.48089 -4.37998 -7.46333 0.16 0.00 0.24
H -6.73023 -3.50011 -6.54550 0.04 0.01 -0.09
H -0.48824 6.54372 0.02203 0.08 0.00 0.04
H 3.83723 -3.05122 3.32499 -0.03 -0.09 0.00
H -0.05643 6.47617 1.75065 -0.21 0.17 0.05
H 4.46946 5.50697 -2.64787 0.05 0.00 0.06
H 2.86479 3.51653 3.65647 -0.08 -0.03 -0.07
H 0.11277 2.24382 4.13906 0.06 -0.01 -0.08
H 4.87369 7.14277 -0.88121 -0.30 -0.04 0.02
H -0.97327 -7.12475 -0.00793 0.23 0.12 0.14
H 2.11475 -0.49346 -1.87959 -1.65 0.80 -0.76
H 1.48222 2.21384 -1.65028 -1.04 -1.81 0.72
H -4.30403 0.89305 1.90217 -0.37 -1.54 -1.00
H 3.53357 -1.31555 0.18379 -1.28 -0.52 1.47
H -0.76720 -0.68764 -3.08877 0.75 -0.83 1.67
H 5.03984 5.86330 0.34832 0.03 0.03 -0.09
H 2.52896 -0.51239 1.64361 -0.45 -0.27 -1.92
H 1.64016 1.40822 3.75689 0.07 0.03 0.28
H 5.75546 4.73055 -1.68859 -0.22 -0.18 0.10
H -4.16703 -2.34822 -7.78435 -0.08 -0.04 -0.03
H -5.83737 -1.76837 -8.01257 0.03 0.10 0.24
H -2.70283 -0.96275 2.92171 0.87 -0.16 -1.83
H 1.32600 3.92508 2.85651 0.01 0.10 0.24
H 0.06728 -7.82439 -2.39038 0.25 0.18 -0.02
H 0.98196 8.67873 1.66600 0.01 -0.09 -0.02
H 4.53828 -5.04929 2.11201 0.24 0.13 -0.03
H -0.63183 -5.82418 -1.17852 0.00 -0.07 0.02
H -0.21907 1.56154 -1.32215 1.55 -0.24 0.35
H 3.49683 -4.35263 4.49445 0.22 0.11 0.13
H -6.31338 1.21511 0.71961 0.80 -1.51 -0.98
H 0.79436 -8.53196 -0.92491 -0.08 0.03 -0.04
H -4.91340 -4.94479 -2.81012 -0.85 1.67 1.34
H 1.62807 -3.04032 -0.11310 -0.25 2.38 -0.28
```
Forces are in eV/Å.

***

No. 4
The following is a DFT calculation (ωB97M-V/def2-TZVPD) of C27H20CaN3O10S as an isolated structure at a distorted geometry.

- Orbital gap: 6.99 eV
- Net charge: -1
- Highest occupied orbital energy: -5.03 eV
- Energy relative to the best compared isomer or geometry (same formula, charge and spin): 24.1 kcal per mole

```
62
Properties=species:S:1:pos:R:3:forces:R:3
Ca 0.48914 -0.34572 0.24315 -1.33 -0.33 -1.41
S 1.19671 -0.51904 2.69733 0.64 -0.20 2.99
O -2.47722 -7.47961 -0.26426 0.06 0.20 -0.07
O 0.48758 0.66125 2.18234 -0.08 0.46 0.62
O 4.89849 5.15863 -1.82189 -0.04 -0.12 -0.08
O 1.83836 -1.22175 1.58607 0.98 -0.74 0.96
O -1.80734 -6.88371 -2.21514 0.04 0.17 0.10
O 0.84837 0.84357 -1.26706 1.14 2.18 -2.49
O 0.03988 -1.49146 3.26145 0.39 0.30 -0.05
O 3.96363 6.15611 0.03611 -0.11 -0.07 0.10
O 2.90608 0.24592 -1.89297 -0.06 0.05 0.13
O 2.04411 -0.26838 3.81796 0.00 -0.10 -0.05
N -1.99185 -6.63816 -1.02207 -0.12 -0.57 -0.11
N 0.10572 -2.16542 -1.17116 -0.09 -0.68 -0.34
N -1.06416 -1.59180 1.17533 -0.96 -0.91 0.72
C -1.25346 -1.37698 2.58026 -0.66 -0.15 -0.34
C -1.65635 -5.35994 -0.50162 -0.01 0.47 0.42
C -1.22544 -2.80454 0.69683 -0.29 -0.21 0.12
C -2.19717 -2.33037 3.24305 0.23 0.10 0.11
C 3.41122 4.90770 -0.14458 0.10 -0.06 -0.15
C -0.86473 -4.38921 -1.21070 0.02 0.00 -0.08
C -1.92450 3.09268 1.82218 0.09 -0.12 -0.08
C 2.04241 3.01496 0.17930 0.10 -0.07 -0.21
C -0.66958 -3.11909 -0.61491 -0.13 -0.51 -0.09
C -2.14245 2.30034 0.55996 -0.09 0.10 0.03
C 3.96816 4.30895 -1.26145 -0.10 0.08 0.14
C 0.74839 -2.41106 -2.29339 -0.08 0.12 -0.07
C -2.99724 1.19849 0.55814 -0.01 0.00 -0.05
C -1.92931 -3.83817 1.37663 0.15 0.23 0.02
C 0.63225 -3.63756 -2.94937 -0.08 -0.17 0.00
C 3.59084 3.06021 -1.68148 0.23 -0.02 -0.08
C -0.17681 -4.61426 -2.42464 0.03 0.15 0.01
C -1.68015 1.89094 -1.77546 -0.17 0.05 -0.02
C 2.45486 4.27736 0.60914 -0.02 0.13 0.10
C -2.13131 -5.05843 0.77013 0.03 -0.23 -0.37
C -3.17072 0.43533 -0.58674 -0.08 0.08 0.02
C 2.59695 2.41049 -0.94326 -0.20 -0.10 0.08
C -2.48106 -3.50100 2.67102 -0.03 -0.03 -0.07
C 4.91760 6.31636 -1.00281 0.21 0.24 -0.04
C -2.50710 0.77862 -1.75772 -0.06 0.03 -0.05
C -1.49459 2.64162 -0.62294 -0.14 0.01 -0.01
C 2.10619 1.04311 -1.40038 0.42 0.62 -0.82
H -0.28782 -5.56141 -2.92188 0.02 -0.04 -0.02
H -3.15506 -4.21129 3.13800 0.02 0.01 0.05
H 2.03499 4.73790 1.49352 0.02 0.00 -0.01
H -0.83675 3.50274 -0.64468 0.03 -0.03 0.02
H 1.28787 2.48811 0.74271 -0.09 0.01 0.06
H -1.57812 4.10154 1.59693 0.00 0.01 0.02
H 4.66410 7.19756 -1.60199 -0.08 -0.07 0.00
H 1.18881 -3.82309 -3.85811 -0.01 0.05 -0.02
H -1.17321 2.17372 -2.68783 0.07 -0.04 0.03
H -3.84633 -0.41103 -0.57162 0.07 -0.05 0.02
H -3.54929 0.94973 1.45822 0.08 -0.05 0.03
H 1.37519 -1.61011 -2.67214 0.03 0.00 0.04
H -2.69880 -5.82301 1.28258 -0.03 0.01 0.02
H -1.57598 -0.34360 2.72503 0.04 -0.03 0.08
H -2.64696 0.18811 -2.65460 0.02 -0.01 0.01
H 4.04294 2.58242 -2.54021 -0.03 -0.03 0.02
H -1.16436 2.59896 2.43309 -0.01 0.06 0.05
H -2.59869 -2.03937 4.20567 -0.05 -0.06 -0.02
H 5.91590 6.44562 -0.56963 -0.05 -0.09 0.03
H -2.84284 3.15950 2.40657 0.01 0.01 0.02
```
Forces are in eV/Å.

***

No. 5
The following is a DFT calculation (ωB97M-V/def2-TZVPD) of the molecule C5H8O.

- Orbital gap: 10.78 eV
- SMILES string: CC1(C=O)CC1
- Net charge: 0
- Highest occupied orbital energy: -9.80 eV
- Energy relative to the best compared isomer or geometry (same formula, charge and spin): 25.1 kcal per mole

```
14
Properties=species:S:1:pos:R:3:forces:R:3
O -0.09592 2.51702 -0.36207 -0.12 -0.50 -0.22
C 1.39411 0.29116 0.63076 0.00 -0.03 0.04
C 0.04996 0.15050 -0.05739 0.17 0.19 0.05
C -0.31708 -1.15660 -0.72763 0.04 -0.05 -0.14
C -1.04311 -0.74601 0.50555 -0.15 -0.01 0.11
C -0.50758 1.41034 -0.62275 0.06 0.13 0.10
H -0.83933 -1.15174 -1.68256 0.06 0.07 0.21
H 0.42520 -1.94344 -0.62019 -0.12 0.16 -0.10
H -2.06871 -0.39856 0.39482 0.19 -0.07 0.03
H 1.94885 -0.65241 0.60085 -0.13 0.13 0.09
H 1.29153 0.60968 1.67223 0.00 -0.03 -0.13
H -1.38543 1.27026 -1.29507 0.06 0.04 0.09
H -0.84355 -1.25143 1.44678 0.06 0.08 -0.20
H 1.99104 1.05121 0.11667 -0.09 -0.13 0.07
```
Forces are in eV/Å.

***

No. 6
The following is a DFT calculation (ωB97M-V/def2-TZVPD) of C2HF6KO7S2 as an isolated structure.

- Orbital gap: 6.05 eV
- Net charge: -2
- Highest occupied orbital energy: -2.01 eV
- Energy relative to the best compared isomer or geometry (same formula, charge and spin): 0.0 kcal per mole

```
19
Properties=species:S:1:pos:R:3:forces:R:3
K 17.50636 17.08909 -0.51090 -0.54 -0.32 0.21
S 18.37186 16.73492 -4.55393 0.22 0.44 0.25
S 12.65822 15.51926 -2.58366 0.22 0.04 0.38
F 18.77399 19.35793 -4.54234 -0.01 0.02 -0.17
F 17.00787 18.73825 -5.64842 0.42 0.03 0.05
F 15.28657 15.65009 -1.97133 -0.08 0.01 -0.07
F 14.08662 17.20954 -1.08222 -0.03 -0.18 0.01
F 18.99286 18.42079 -6.49048 -0.23 0.14 0.13
F 13.98507 15.18318 -0.31756 0.01 -0.11 0.17
O 19.77485 16.43064 -4.69294 0.34 -0.19 0.06
O 17.45960 15.96240 -5.33464 -0.29 -0.46 -0.33
O 16.75534 16.27337 2.01602 0.57 0.31 -0.67
O 17.95570 17.02234 -3.19104 -0.03 0.02 0.33
O 11.54354 15.48512 -1.65892 -0.19 0.20 -0.05
O 12.69349 16.62749 -3.50573 -0.15 0.18 -0.16
O 13.02510 14.23646 -3.12711 0.09 -0.38 -0.20
C 14.07076 15.89802 -1.43572 0.01 0.24 -0.05
C 18.27509 18.39418 -5.34538 -0.19 0.09 -0.09
H 17.14064 15.40171 1.86245 -0.11 -0.09 0.19
```
Forces are in eV/Å.